[1]
The following is a quantum chemistry calculation of a 2-piece molecular cluster, C8H10O2 overall at a distorted geometry, from the OMol25 dataset.

```
20
Properties=species:S:1:pos:R:3:nbo_charge:R:1
C -0.814 0.205 -1.543 -0.219
C -0.991 1.369 -0.832 -0.224
C -1.633 1.317 0.428 -0.181
C -2.361 0.128 0.862 -0.237
C -2.023 -1.024 0.155 -0.212
C -1.190 -1.040 -1.049 -0.249
H -0.146 0.426 -2.444 0.221
H -0.523 2.315 -1.168 0.225
H -1.582 2.246 0.964 0.208
H -2.746 0.237 1.842 0.221
H -2.737 -1.857 0.400 0.214
H -1.217 -2.074 -1.517 0.236
C 1.595 -0.492 1.271 -0.752
C 2.428 0.278 0.107 0.820
O 2.550 1.453 -0.124 -0.575
O 3.039 -0.826 -0.518 -0.728
H 1.554 0.302 2.049 0.239
H 0.762 -1.190 0.805 0.274
H 2.448 -1.165 1.558 0.234
H 3.586 -0.607 -1.247 0.485
```

Orbital gap: 9.9500 eV
Molar mass: 138.17 g/mol
Strongest force on any atom: 5.2 eV Å⁻¹
Energy above the lowest of the compared OMol25 structures with the same formula, charge and spin: 51.2 kcal per mole

---

[2]
The following is a quantum chemistry calculation of C8H10O2 as an isolated structure at a distorted geometry, from the OMol25 dataset.

```
20
Properties=species:S:1:pos:R:3:nbo_charge:R:1
C 1.671 -0.173 -2.937 -0.280
C 0.767 0.445 -0.593 0.366
C -0.039 -0.744 -0.381 -0.322
C -0.743 -0.747 0.855 -0.057
C -1.552 -1.728 1.310 -0.580
C -0.761 0.370 1.613 -0.326
C -0.174 1.636 1.285 0.381
C 0.782 1.528 0.290 -0.359
H 0.780 -1.255 -2.912 0.210
H 1.417 0.905 -4.214 0.235
H 3.325 -0.727 -2.879 0.190
H 0.031 -1.545 -1.164 0.217
H -0.965 -2.523 2.184 0.218
H -2.445 -1.319 1.870 0.231
H -1.663 -2.479 0.250 0.214
H -1.568 0.392 2.308 0.178
H -0.736 2.238 2.927 0.494
H 1.058 2.389 -0.059 0.213
O 1.331 0.708 -1.791 -0.579
O -0.516 2.630 2.040 -0.645
```

Orbital gap: 7.7675 eV
Molar mass: 138.17 g/mol
Strongest force on any atom: 9.2 eV Å⁻¹
Energy above the lowest of the compared OMol25 structures with the same formula, charge and spin: 243.7 kcal per mole

---

[3]
The following is a quantum chemistry calculation of C8H10S in the gas phase at a distorted geometry, from the OMol25 dataset.

```
19
Properties=species:S:1:pos:R:3:nbo_charge:R:1
C 1.065 1.253 -0.089 -0.197
C 2.421 1.354 -0.108 -0.396
C 0.330 -0.009 -0.073 -0.108
C 2.932 -1.418 -0.082 -0.193
C 1.326 -1.284 -0.108 -0.571
C -0.990 -0.111 -0.035 0.089
C -1.891 1.170 0.192 -0.655
C -1.826 -1.411 -0.048 -0.630
S 3.738 0.057 0.019 0.403
H 0.532 2.274 -0.093 0.223
H 2.716 2.425 -0.008 0.225
H 1.287 -2.018 -0.872 0.253
H 1.100 -1.936 0.765 0.251
H -1.711 1.733 1.143 0.222
H -2.952 0.915 0.251 0.214
H -1.743 1.817 -0.627 0.218
H -2.525 -1.263 -0.866 0.218
H -2.519 -1.310 0.836 0.221
H -1.290 -2.237 -0.195 0.214
```

Orbital gap: 8.4153 eV
Molar mass: 138.24 g/mol
Strongest force on any atom: 5.9 eV Å⁻¹
Energy above the lowest of the compared OMol25 structures with the same formula, charge and spin: 116.3 kcal per mole

---

[4]
The following is a quantum chemistry calculation of a 2-piece molecular cluster, C8H11BBrClF3N2O10 overall, from the OMol25 dataset.

```
37
Properties=species:S:1:pos:R:3:nbo_charge:R:1
C 2.715 1.573 1.085 -0.596
C 2.132 0.407 0.281 -0.883
B 0.623 0.137 0.534 1.094
O -0.219 1.113 1.006 -0.941
C 0.003 -1.314 0.245 -0.205
O 0.652 -2.077 -0.778 -0.450
N 1.065 -1.300 -1.936 0.456
O 0.169 -0.762 -2.439 -0.234
C 0.369 -2.167 1.516 -0.048
Br 0.265 -1.172 3.212 0.008
N -0.635 -3.216 1.624 -0.704
C -1.852 -2.444 1.429 0.712
O -2.846 -2.514 2.081 -0.476
C -1.550 -1.557 0.197 0.147
O -1.819 -2.540 -0.822 -0.709
C -2.495 -0.388 -0.066 -0.114
O -2.931 0.179 1.189 -0.507
C -3.567 1.352 1.088 1.168
F -2.784 2.371 0.708 -0.320
F -4.085 1.652 2.280 -0.314
F -4.588 1.308 0.194 -0.343
H 2.857 1.293 2.132 0.185
H 2.072 2.452 1.014 0.211
H 3.675 1.875 0.665 0.226
H 2.745 -0.494 0.378 0.223
H 2.165 0.699 -0.783 0.328
H 0.031 1.416 1.885 0.514
H 1.371 -2.577 1.494 0.246
H -0.536 -3.861 0.842 0.403
H -2.010 -2.077 -1.647 0.483
H -2.002 0.394 -0.645 0.222
H -3.389 -0.759 -0.567 0.203
O 2.513 2.003 -2.213 -0.918
Cl 2.882 2.604 -3.488 2.553
O 3.586 3.838 -3.237 -0.872
O 1.684 2.865 -4.248 -0.874
O 3.733 1.689 -4.210 -0.874
```

Orbital gap: 7.9576 eV
Molar mass: 478.34 g/mol
Strongest force on any atom: 1.0 eV Å⁻¹
Energy above the lowest of the compared OMol25 structures with the same formula, charge and spin: 0.0 kcal per mole
Charge: -1

---

[5]
The following is a quantum chemistry calculation of C8H11BO as an isolated structure at a distorted geometry, from the OMol25 dataset.

```
21
Properties=species:S:1:pos:R:3:nbo_charge:R:1
B 0.113 -0.241 1.789 0.968
C -0.581 -0.833 -3.229 -0.312
C -0.789 -0.817 -1.822 -0.299
C 0.265 0.194 -3.436 0.088
C -0.056 0.173 -1.285 0.199
C -0.077 2.162 0.071 -0.409
C -0.049 0.838 -0.009 -0.226
C 1.223 -1.364 1.694 -1.078
C -0.730 0.095 3.088 -1.086
O 0.604 0.783 -2.272 -0.398
H -1.027 -1.415 -4.060 0.230
H -1.389 -1.676 -1.525 0.230
H 0.620 0.549 -4.327 0.191
H 0.148 2.709 -0.818 0.194
H 0.010 2.723 1.010 0.194
H 0.752 -2.269 2.047 0.245
H 2.199 -1.121 2.112 0.262
H 1.425 -1.395 0.641 0.246
H -1.630 -0.413 3.395 0.271
H -1.113 1.227 3.024 0.245
H 0.084 0.092 3.913 0.245
```

Orbital gap: 8.6821 eV
Molar mass: 133.99 g/mol
Strongest force on any atom: 4.7 eV Å⁻¹
Energy above the lowest of the compared OMol25 structures with the same formula, charge and spin: 54.4 kcal per mole

---

[6]
The following is a quantum chemistry calculation of C8H11Br in the gas phase at a distorted geometry, from the OMol25 dataset.

```
20
Properties=species:S:1:pos:R:3:nbo_charge:R:1
C 1.511 -1.358 0.923 -0.181
C 1.671 -2.565 1.527 -0.282
C -2.118 1.629 -2.458 -0.376
C -1.579 1.657 -1.297 -0.164
C 2.616 -0.709 0.205 -0.390
C 0.215 -0.659 1.046 0.010
C -1.588 0.692 -0.246 -0.427
C -0.086 0.641 0.327 -0.463
Br -1.153 -1.057 2.255 0.098
H 0.885 -2.869 2.225 0.190
H 2.583 -3.030 1.557 0.183
H -2.073 2.281 -3.184 0.192
H -2.770 0.748 -2.566 0.175
H -0.927 2.505 -1.081 0.177
H 2.813 0.300 0.004 0.195
H 3.600 -1.169 0.387 0.183
H -2.193 1.053 0.524 0.220
H -1.901 -0.334 -0.602 0.213
H -0.023 1.485 0.974 0.220
H 0.517 0.758 -0.519 0.226
```

Orbital gap (spin up / spin down): 6.2331 / 6.2546 eV
Molar mass: 187.08 g/mol
Strongest force on any atom: 6.0 eV Å⁻¹
Energy above the lowest of the compared OMol25 structures with the same formula, charge and spin: 100.4 kcal per mole

---

[7]
The following is a quantum chemistry calculation of C8H11Br12F3O4S as an isolated structure at a distorted geometry, from the OMol25 dataset.

```
39
Properties=species:S:1:pos:R:3:nbo_charge:R:1
C -3.744 -0.339 0.708 -0.315
O -2.674 -1.264 1.116 -0.684
S -2.041 -2.131 -0.228 1.649
O -1.604 -3.512 0.400 -0.832
O -0.587 -1.437 -0.788 -0.753
C -0.831 -0.288 -1.688 -0.199
C -0.486 -0.606 -3.271 -0.011
O 0.239 0.604 -3.782 -0.690
C -1.801 -0.786 -4.232 0.964
F -2.200 -2.226 -4.333 -0.339
F -1.453 -0.340 -5.632 -0.340
F -2.968 0.031 -3.827 -0.348
H -3.556 0.672 1.298 0.218
H -3.769 -0.084 -0.434 0.185
H -4.837 -0.708 1.009 0.213
H -1.890 0.178 -1.508 0.233
H -0.049 0.550 -1.356 0.273
H 0.182 -1.574 -3.424 0.268
H -0.402 1.396 -3.742 0.478
C 2.730 -0.415 0.722 -0.515
Br 2.482 -1.436 2.359 0.064
Br 4.348 -0.942 -0.221 0.048
Br 1.163 -0.498 -0.427 0.203
H 2.857 0.632 1.015 0.204
C 4.964 -4.438 1.302 -0.492
Br 4.716 -5.458 2.939 0.084
Br 6.582 -4.964 0.359 0.081
Br 3.397 -4.520 0.153 0.093
H 5.091 -3.390 1.595 0.231
C 3.284 4.375 0.761 -0.487
Br 2.175 4.659 2.333 0.088
Br 4.965 5.347 0.876 0.094
Br 3.565 2.483 0.405 0.100
H 2.737 4.783 -0.095 0.227
C -4.088 3.239 3.971 -0.490
Br -3.882 3.317 2.038 0.078
Br -5.932 2.900 4.490 0.095
Br -2.862 1.963 4.778 0.099
H -3.823 4.228 4.361 0.229
```

Orbital gap: 8.5291 eV
Molar mass: 1219.08 g/mol
Strongest force on any atom: 10.1 eV Å⁻¹

---

[8]
The following is a quantum chemistry calculation of an isolated ion of composition C8H11BrN and charge +1 at a distorted geometry, from the OMol25 dataset.

```
21
Properties=species:S:1:pos:R:3:nbo_charge:R:1
Br 1.425 3.017 0.572 0.122
C -0.115 1.883 0.336 -0.066
C -1.092 1.865 1.446 -0.261
C -0.805 1.122 2.507 -0.159
C -0.013 -0.080 2.531 -0.217
C 0.608 -0.542 1.477 -0.002
N 0.495 0.230 0.199 -0.424
C -0.176 -0.487 -0.854 -0.102
C 0.321 -0.263 -2.225 -0.422
C 0.739 -1.459 -1.548 -0.428
H -0.441 2.131 -0.675 0.246
H -1.721 2.717 1.187 0.264
H -1.321 1.272 3.508 0.254
H 0.109 -0.487 3.494 0.256
H 1.150 -1.548 1.329 0.258
H 1.474 0.341 -0.150 0.450
H -1.182 -0.844 -0.841 0.266
H 1.035 0.483 -2.430 0.226
H -0.326 -0.265 -3.052 0.248
H 0.302 -2.450 -1.820 0.255
H 1.826 -1.475 -1.428 0.237
```

Orbital gap: 9.3332 eV
Molar mass: 201.09 g/mol
Strongest force on any atom: 3.4 eV Å⁻¹
Energy above the lowest of the compared OMol25 structures with the same formula, charge and spin: 63.1 kcal per mole
Charge: +1